Density functional theory data (the ωB97M-V functional and the def2-TZVPD basis) for C33H36F6Ge2N5O7S2SiTi as an isolated structure.

Multiplicity ... 2
Calculated total energy ... -8768.114819 Eh
<S²> ... 0.753
Total charge ... -2

Each line ends with the Löwdin charge.
Atoms and positions in Å:
Ti1 -0.30235 1.84110 0.11776  1.03
O1 -3.04198 3.09446 2.98380  0.10
C1 -2.47814 2.63961 2.01478  -0.41
N1 -1.42190 3.18126 1.29902  0.02
C2 -1.29745 4.52382 1.13465  -0.43
O2 -1.64981 5.44429 1.84351  0.08
C3 -0.71349 4.82891 -0.24433  -0.17
C4 -0.51565 6.13332 -0.65801  0.01
C5 -0.09813 6.35325 -1.96061  -0.06
C6 0.09688 5.26705 -2.79967  -0.05
C7 -0.10649 3.99239 -2.29802  -0.11
N2 -0.49942 3.77951 -1.04419  0.06
C8 -2.99850 1.40222 1.30745  -0.17
C9 -4.19330 0.82297 1.68068  -0.01
C10 -4.70634 -0.19556 0.88614  -0.05
C11 -4.04035 -0.56545 -0.26404  0.01
C12 -2.85225 0.07430 -0.60700  -0.19
N3 -2.34817 1.03520 0.18389  0.09
H1 -0.70457 6.92985 0.04693  0.12
H2 0.06513 7.36140 -2.32211  0.10
H3 0.40699 5.39466 -3.82785  0.10
H4 0.04542 3.10897 -2.90336  0.10
H5 -4.68585 1.18336 2.57191  0.11
H6 -5.63119 -0.68913 1.16234  0.10
H7 -4.40164 -1.33789 -0.92818  0.11
H8 -1.04467 -0.25974 -1.63201  0.07
F1 0.24339 -0.05489 4.24133  0.12
C13 1.09779 0.71342 3.55237  -0.64
F2 0.50197 1.91754 3.43102  0.09
F3 2.18519 0.90272 4.33195  0.09
S1 1.52616 -0.12675 1.89964  0.60
O3 0.12553 0.30836 1.39827  -0.48
O4 2.03351 -1.27625 2.66729  -0.33
N4 2.74623 0.92004 1.50519  -0.27
S2 2.72574 2.38615 1.09056  0.60
O5 3.70885 2.69081 0.08343  -0.29
O6 1.39743 2.97391 0.86977  -0.36
C14 3.37816 3.42504 2.48164  -0.66
F4 4.53207 2.90518 2.92072  0.12
F5 3.63218 4.66185 2.01585  0.11
F6 2.54826 3.54155 3.50676  0.14
C15 3.22654 -0.21172 -1.24508  -0.17
Si1 1.98346 0.79055 -2.28608  0.35
C16 1.27745 -0.34294 -3.58678  -0.15
C17 2.85980 2.24896 -3.06244  -0.15
O7 0.81887 1.18809 -1.23002  -0.40
H9 3.97400 -0.72399 -1.85609  0.09
H10 2.25151 -2.03955 -1.23621  0.06
H11 3.74319 0.39639 -0.50609  0.05
H12 2.04881 -0.74564 -4.24898  0.03
H13 0.53202 0.17379 -4.19745  0.03
H14 0.75569 -1.17749 -3.10813  0.03
H15 3.70209 1.89446 -3.66615  0.03
H16 3.24296 2.90881 -2.28590  0.02
H17 2.20141 2.81873 -3.72292  0.02
C18 2.85350 -4.54139 -1.41074  -0.29
Ge1 1.75232 -4.54006 0.25150  0.64
C19 3.09894 -4.68132 1.70455  -0.27
C20 0.84033 -6.29860 0.20665  -0.29
Ge2 0.11097 -2.66972 0.20795  0.87
C21 -0.64463 -2.84387 2.05770  -0.40
C22 -0.12396 -3.63027 3.08692  -0.13
C23 -0.75448 -3.72560 4.31988  -0.11
C24 -1.93180 -3.02843 4.55775  -0.12
C25 -2.47407 -2.24598 3.54950  -0.10
C26 -1.83991 -2.16779 2.31515  -0.13
C27 -2.10709 -0.21118 -1.90750  -0.30
C28 -2.36902 0.95840 -2.83976  -0.11
C29 -3.43469 0.90949 -3.69610  -0.20
C30 -4.14820 -0.27777 -3.95595  -0.20
C31 -3.55568 -1.47559 -3.48493  -0.21
C32 -2.52702 -1.48804 -2.59242  -0.14
H18 3.64627 -3.78987 -1.35093  0.00
H19 2.24535 -4.33585 -2.29323  0.00
H20 3.33362 -5.51535 -1.53961  0.00
H21 4.10579 -4.72278 1.28051  0.00
H22 2.93908 -5.59079 2.28900  0.00
H23 3.03265 -3.81870 2.36415  -0.01
H24 1.57222 -7.10892 0.14445  0.00
H25 0.17317 -6.36217 -0.65506  0.00
H26 0.24247 -6.43489 1.10944  0.00
H27 0.81461 -4.15275 2.94322  0.06
H28 -0.31366 -4.33037 5.10532  0.09
H29 -2.41738 -3.08904 5.52533  0.09
H30 -3.38393 -1.68234 3.72307  0.09
H31 -2.27913 -1.55097 1.53549  0.07
H32 -1.80156 1.87106 -2.70578  0.05
H33 -3.69383 1.81089 -4.24940  0.08
H34 -4.93641 -0.30056 -4.69801  0.04
H35 -3.89307 -2.42583 -3.89640  0.08
H36 -2.02368 -2.40675 -2.31400  0.05
N5 2.41023 -1.25783 -0.60269  -0.07
C33 1.59865 -1.25973 0.41401  -0.38